{
  "formula": "C2H4MgOTl",
  "method": "the ωB97M-V functional and the def2-TZVPD basis",
  "de_lowest_kj_mol": 104.35,
  "homo_lumo_gap_ha": [0.188, 0.240],
  "spin_multiplicity": 2,
  "lumo_ev": [-0.39, -0.46],
  "elements": ["O", "C", "Mg", "H", "H", "H", "H", "Tl", "C"],
  "xyz": [[0.888, -0.454, 0.011], [-0.548, -1.704, 0.076], [-0.126, 1.209, 0.007], [-0.407, -2.344, -0.810], [-2.414, -1.029, -0.809], [-2.358, -0.976, 1.029], [-0.368, -2.322, 0.970], [3.108, -0.710, -0.002], [-1.789, -0.955, 0.090]]
}

---

{
  "formula": "C2H4N2",
  "method": "the ωB97M-V functional and the def2-TZVPD basis",
  "de_lowest_kj_mol": 197.96,
  "homo_lumo_gap_ha": 0.417,
  "smiles": "C#N.C=N",
  "lumo_ev": 1.20,
  "elements": ["H", "H", "C", "H", "C", "H", "N", "N"],
  "xyz": [[-2.503, -0.425, -0.483], [-1.258, 1.394, 0.396], [-1.464, -0.449, -0.223], [2.328, 0.110, 1.116], [2.354, 0.020, 0.066], [-1.002, -1.435, -0.234], [2.337, 0.389, -1.027], [-0.792, 0.398, 0.389]]
}

---

{
  "formula": "C2H4N2",
  "method": "the ωB97M-V functional and the def2-TZVPD basis",
  "de_lowest_kj_mol": 200.97,
  "homo_lumo_gap_ha": 0.411,
  "lumo_ev": 0.56,
  "elements": ["C", "N", "C", "H", "N", "H", "H", "H"],
  "xyz": [[-0.760, 0.903, 0.220], [1.353, -1.110, -0.802], [2.405, -0.607, -0.920], [-1.322, 1.595, 0.851], [-0.704, -0.342, 0.426], [-1.195, -0.681, 1.240], [0.422, -1.070, -0.388], [-0.198, 1.311, -0.627]]
}

---

{
  "formula": "C2H4N2",
  "method": "the ωB97M-V functional and the def2-TZVPD basis",
  "de_lowest_kj_mol": 53.17,
  "homo_lumo_gap_ha": [0.381, 0.334],
  "spin_multiplicity": 3,
  "lumo_ev": [1.23, -0.69],
  "elements": ["H", "C", "H", "N", "H", "C", "N", "H"],
  "xyz": [[-0.242, -0.892, -1.613], [-0.330, 0.425, 0.781], [0.304, 0.864, 1.557], [-0.039, 0.935, -0.525], [1.364, -0.550, -1.040], [0.305, -0.430, -0.789], [-0.007, -0.943, 0.512], [-1.356, 0.591, 1.116]]
}

---

{
  "formula": "C2H4N2",
  "method": "the ωB97M-V functional and the def2-TZVPD basis",
  "de_lowest_kj_mol": 436.62,
  "homo_lumo_gap_ha": [0.277, 0.305],
  "spin_multiplicity": 3,
  "lumo_ev": [0.59, -1.93],
  "elements": ["H", "N", "C", "H", "C", "H", "N", "H"],
  "xyz": [[-0.825, 1.639, -0.450], [0.594, 0.119, -0.226], [0.169, 1.311, -0.670], [0.480, 1.810, -2.859], [0.805, 1.348, -1.964], [3.610, 1.348, -0.063], [0.694, 0.072, -1.592], [2.793, 1.252, -0.020]]
}

---

{
  "formula": "C2H4N2O",
  "method": "the ωB97M-V functional and the def2-TZVPD basis",
  "de_lowest_kj_mol": 244.16,
  "homo_lumo_gap_ha": [0.336, 0.336],
  "smiles": "[H]/N=C/C(N)=O",
  "lumo_ev": [-0.36, -0.36],
  "elements": ["C", "N", "N", "H", "H", "O", "H", "C", "H"],
  "xyz": [[0.564, 0.003, -0.338], [-1.519, 0.311, 0.623], [0.492, -1.260, -0.729], [1.472, -1.450, -0.824], [-0.156, 1.912, 0.707], [1.969, 0.564, -0.582], [-2.137, 0.956, 1.078], [-0.435, 0.871, 0.397], [-0.250, -1.907, -0.332]]
}

---

{
  "formula": "C2H4N2O",
  "method": "the ωB97M-V functional and the def2-TZVPD basis",
  "de_lowest_kj_mol": 547.55,
  "homo_lumo_gap_ha": [0.282, 0.288],
  "lumo_ev": [0.59, 0.49],
  "elements": ["N", "N", "H", "O", "C", "H", "H", "C", "H"],
  "xyz": [[-0.038, -0.066, -0.025], [1.713, -1.015, -1.731], [-0.275, 0.285, 1.951], [2.234, -0.389, -0.853], [-0.329, -0.922, -0.806], [-0.081, 1.837, 0.732], [-1.175, -1.313, -1.182], [-0.494, 0.778, 1.019], [-1.556, 0.804, 0.896]]
}

---

{
  "formula": "C2H4N2O",
  "method": "the ωB97M-V functional and the def2-TZVPD basis",
  "de_lowest_kj_mol": 363.08,
  "homo_lumo_gap_ha": 0.348,
  "smiles": "CN=O.C#N",
  "lumo_ev": -0.08,
  "elements": ["H", "N", "H", "N", "H", "H", "C", "O", "C"],
  "xyz": [[1.289, 1.095, 0.268], [1.648, -0.784, 0.172], [1.898, 0.675, -1.304], [-2.240, 0.619, -0.200], [-2.322, -0.749, 1.483], [0.091, 0.388, -0.819], [-2.193, -0.120, 0.657], [0.666, -1.534, 0.226], [1.164, 0.408, -0.485]]
}

---

{
  "formula": "C2H4N2O",
  "method": "the ωB97M-V functional and the def2-TZVPD basis",
  "de_lowest_kj_mol": 340.80,
  "homo_lumo_gap_ha": 0.353,
  "smiles": "C=NNC=O",
  "lumo_ev": 0.40,
  "elements": ["C", "N", "C", "H", "N", "H", "O", "H", "H"],
  "xyz": [[2.077, -0.233, -0.148], [0.084, 0.628, 0.046], [-1.362, 0.423, 0.056], [2.711, -1.285, 0.012], [0.865, -0.307, 0.270], [0.424, 1.720, -0.341], [-1.877, -0.735, -0.130], [2.685, 0.710, -0.383], [-1.730, 1.350, 0.099]]
}

---

{
  "formula": "C2H4N2O",
  "method": "the ωB97M-V functional and the def2-TZVPD basis",
  "de_lowest_kj_mol": 421.77,
  "homo_lumo_gap_ha": 0.376,
  "lumo_ev": 0.57,
  "elements": ["C", "O", "N", "H", "C", "N", "H", "H", "H"],
  "xyz": [[-1.637, 0.180, -0.139], [-2.770, 0.528, -0.131], [-0.855, -0.786, -0.068], [-0.601, 1.576, 0.144], [1.365, 0.199, -0.163], [2.226, -0.403, 0.331], [0.245, 1.312, 0.063], [2.794, -1.115, 0.743], [-0.765, -1.490, -0.781]]
}

---

{
  "formula": "C2H4N2O",
  "method": "the ωB97M-V functional and the def2-TZVPD basis",
  "de_lowest_kj_mol": 415.16,
  "homo_lumo_gap_ha": 0.330,
  "lumo_ev": 0.81,
  "elements": ["H", "C", "H", "C", "O", "N", "H", "H", "N"],
  "xyz": [[-1.330, 1.187, 0.585], [-1.878, -0.813, 0.784], [-1.119, 0.083, -0.981], [-1.332, 0.146, 0.103], [-2.376, -1.669, 1.338], [1.993, 0.240, -0.434], [2.213, 0.744, -1.380], [2.757, -0.435, -0.248], [1.072, 0.518, 0.233]]
}

---

{
  "formula": "C2H4N2O",
  "method": "the ωB97M-V functional and the def2-TZVPD basis",
  "de_lowest_kj_mol": 472.21,
  "homo_lumo_gap_ha": [0.301, 0.305],
  "lumo_ev": [0.56, 0.65],
  "elements": ["H", "C", "N", "O", "H", "H", "N", "C", "H"],
  "xyz": [[-2.004, -1.027, -0.803], [2.170, 0.070, 0.564], [-0.290, -0.215, 0.110], [2.013, -0.126, -0.612], [3.069, 0.416, 0.999], [-2.337, 0.461, 0.203], [0.061, -0.119, 1.240], [-1.529, -0.070, -0.508], [-1.153, 0.609, -1.193]]
}

---

{
  "formula": "C2H4N2O",
  "method": "the ωB97M-V functional and the def2-TZVPD basis",
  "de_lowest_kj_mol": 437.05,
  "homo_lumo_gap_ha": 0.353,
  "lumo_ev": 0.98,
  "elements": ["H", "H", "C", "H", "H", "N", "C", "O", "N"],
  "xyz": [[-2.668, 1.564, -0.581], [-1.430, -1.119, 2.170], [0.969, 0.994, -1.892], [1.423, 0.937, -2.981], [0.149, 1.781, -1.669], [-1.823, 0.643, 0.928], [-1.402, -0.332, 1.416], [1.394, 0.298, -1.048], [-1.974, 1.627, 0.254]]
}

---

{
  "formula": "C2H4N2O",
  "method": "the ωB97M-V functional and the def2-TZVPD basis",
  "de_lowest_kj_mol": 47.85,
  "homo_lumo_gap_ha": 0.385,
  "lumo_ev": 1.03,
  "elements": ["H", "N", "N", "H", "H", "C", "C", "O", "H"],
  "xyz": [[-0.049, -1.225, 0.672], [0.584, -0.539, 1.071], [-0.290, 0.948, -0.454], [-0.119, 1.841, -0.902], [1.434, -0.885, 1.484], [-1.492, -1.205, -1.015], [0.635, 0.629, 0.363], [-2.209, -0.814, -1.806], [1.508, 1.250, 0.589]]
}

---

{
  "formula": "C2H4N2O",
  "method": "the ωB97M-V functional and the def2-TZVPD basis",
  "de_lowest_kj_mol": 50.41,
  "homo_lumo_gap_ha": 0.403,
  "smiles": "[H]/N=C/NC=O",
  "lumo_ev": 0.88,
  "elements": ["H", "C", "H", "H", "N", "C", "H", "O", "N"],
  "xyz": [[1.021, -1.073, -0.002], [0.316, 1.218, -0.997], [-1.263, 0.525, 0.524], [-0.366, -2.131, 1.620], [-0.692, -1.248, 1.268], [0.073, -0.718, 0.408], [1.243, 0.662, -1.262], [0.065, 2.278, -1.509], [-0.396, 0.488, -0.049]]
}

---

{
  "formula": "C2H4N2O",
  "method": "the ωB97M-V functional and the def2-TZVPD basis",
  "de_lowest_kj_mol": 243.46,
  "homo_lumo_gap_ha": 0.373,
  "lumo_ev": 0.72,
  "elements": ["O", "N", "H", "H", "H", "C", "H", "C", "N"],
  "xyz": [[2.625, 0.087, -1.289], [-0.606, -1.559, 0.401], [-0.030, 0.988, -0.598], [-1.264, -2.233, 0.051], [-0.023, 0.392, 1.088], [-0.610, 0.738, 0.213], [-1.298, 1.559, 0.509], [2.399, 0.563, -0.286], [-1.194, -0.535, -0.090]]
}

---

{
  "formula": "C2H4N2O",
  "method": "the ωB97M-V functional and the def2-TZVPD basis",
  "de_lowest_kj_mol": 144.11,
  "homo_lumo_gap_ha": 0.380,
  "lumo_ev": 0.99,
  "elements": ["N", "N", "C", "O", "H", "C", "H", "H", "H"],
  "xyz": [[-0.147, 0.309, 0.116], [2.120, 0.295, -0.333], [1.021, -0.331, -0.292], [-2.245, 0.497, 0.576], [-3.076, 0.006, 0.600], [-1.312, -0.364, 0.152], [0.838, -1.376, -0.551], [2.861, -0.326, -0.650], [-0.060, 1.290, 0.381]]
}

---

{
  "formula": "C2H4N2O2",
  "method": "the ωB97M-V functional and the def2-TZVPD basis",
  "de_lowest_kj_mol": 344.26,
  "homo_lumo_gap_ha": 0.306,
  "smiles": "[H]/N=C\\O.N=C=O",
  "lumo_ev": -0.72,
  "elements": ["N", "N", "O", "H", "C", "H", "O", "H", "H", "C"],
  "xyz": [[1.009, -0.979, -0.822], [-0.986, 0.725, 0.774], [1.808, 0.474, 0.897], [0.906, 0.856, 0.796], [-1.870, 0.627, -0.112], [0.058, -1.284, -0.679], [-2.304, -0.029, -0.969], [2.810, -1.051, 0.026], [-1.146, -0.150, 1.286], [1.840, -0.551, 0.020]]
}

---

{
  "formula": "C2H4N2O2",
  "method": "the ωB97M-V functional and the def2-TZVPD basis",
  "de_lowest_kj_mol": 261.78,
  "homo_lumo_gap_ha": 0.364,
  "smiles": "N/N=C\\OC=O",
  "lumo_ev": 0.90,
  "elements": ["O", "C", "N", "N", "H", "H", "O", "H", "C", "H"],
  "xyz": [[-0.534, 0.385, -0.001], [-1.909, 0.411, -0.110], [1.983, 0.318, -0.023], [1.313, -0.834, -0.069], [1.529, 1.153, 0.357], [-0.616, -1.706, -0.202], [-2.614, -0.546, 0.129], [2.916, 0.177, 0.359], [0.076, -0.839, -0.059], [-2.144, 1.480, -0.382]]
}

---

{
  "formula": "C2H4N2O2",
  "method": "the ωB97M-V functional and the def2-TZVPD basis",
  "de_lowest_kj_mol": 664.26,
  "homo_lumo_gap_ha": 0.409,
  "smiles": "C=NO/C=N\\O",
  "lumo_ev": 0.73,
  "elements": ["N", "H", "O", "H", "H", "O", "C", "H", "N", "C"],
  "xyz": [[-1.720, 0.429, 0.314], [2.717, 0.101, -0.766], [0.046, -1.019, 0.631], [-1.800, -1.066, -0.935], [-0.164, 0.974, 1.289], [-2.546, -0.425, -0.544], [-0.676, 0.057, 0.778], [1.263, 1.375, -0.279], [1.232, -0.795, -0.066], [1.647, 0.370, -0.422]]
}

---

Number 1: E_tot -526.30303 Eh. Number 2: E_tot -188.04292 Eh. Number 3: E_tot -188.04177 Eh. Number 4: E_tot -187.94669 Eh. Number 5: E_tot -187.80064 Eh. Number 6: E_tot -263.27027 Eh. Number 7: E_tot -263.15472 Eh. Number 8: E_tot -263.22498 Eh. Number 9: E_tot -263.23347 Eh. Number 10: E_tot -263.20263 Eh. Number 11: E_tot -263.20515 Eh. Number 12: E_tot -263.18342 Eh. Number 13: E_tot -263.19681 Eh. Number 14: E_tot -263.34505 Eh. Number 15: E_tot -263.34407 Eh. Number 16: E_tot -263.27054 Eh. Number 17: E_tot -263.30838 Eh. Number 18: E_tot -338.52207 Eh. Number 19: E_tot -338.55349 Eh. Number 20: E_tot -338.40019 Eh.